[1]
Computed, not measured: a structure of composition C6H14N2 at a distorted geometry, with ωB97M-V/def2-TZVPD.

The value obtained for the gap between HOMO and LUMO is 9.6588 eV. The total energy is -346.41123 a.u. For the relative energy (zero: lowest compared OMol25 entry of this formula, charge and spin), the calculation gives 3.1545 eV. The LUMO energy comes out at 0.668 eV. The HOMO energy is -8.99 eV. The net charge is 0.

Element x y z (Å)
N 1.813 -0.558 0.383
N -0.151 2.068 1.447
C 0.525 -0.990 -0.162
C 0.193 -2.456 0.143
C 0.470 1.893 -0.959
C -0.562 -0.083 0.406
C -1.860 -0.021 -0.307
C -0.307 1.489 0.288
H 0.118 -2.615 1.220
H 1.480 1.495 -0.914
H 1.726 -0.272 1.353
H -1.831 -0.144 -1.385
H 0.566 -0.867 -1.252
H -0.249 3.082 1.395
H -0.702 -0.275 1.470
H -2.698 -0.482 0.201
H 2.500 -1.301 0.329
H 0.526 2.980 -1.016
H -0.027 1.517 -1.854
H -0.755 -2.748 -0.309
H 0.979 -3.109 -0.239
H -1.755 1.397 -0.239



[2]
Computed, not measured: a structure of composition C32H39Cl5N2P2Tl, with ωB97M-V/def2-TZVPD.

The value obtained for the gap between HOMO and LUMO is 6.3463 eV. The total energy is -4508.49985 a.u. For the relative energy (zero: lowest compared OMol25 entry of this formula, charge and spin), the calculation gives 0.3850 eV. The LUMO energy comes out at 2.439 eV. The HOMO energy is -3.91 eV. The net charge is -1.

Element x y z (Å)
Tl 0.869 -0.205 -0.060
Cl 3.854 -0.725 5.245
Cl -0.311 -4.117 4.644
Cl -1.133 -2.638 2.047
Cl 2.185 -3.163 6.272
Cl 3.039 0.756 2.641
P -1.922 -1.480 -1.397
P -0.092 2.468 0.990
N 3.145 -2.683 -1.465
N -1.220 1.235 -1.552
C -0.992 0.678 -2.766
C -0.484 -0.626 -5.222
C -3.061 -3.781 -2.861
C 0.258 -2.057 2.936
C -2.346 3.223 -2.371
C 0.606 -2.751 4.097
C -4.251 -0.408 -2.708
C -1.276 -0.709 -2.924
C -1.908 1.213 2.612
C 2.357 -2.095 -3.883
C -0.169 0.716 -5.059
C -2.488 5.196 -0.997
C -1.025 -1.326 -4.144
C 2.834 -2.429 -2.540
C 1.718 -2.337 4.825
C -1.216 3.255 -0.220
C -1.706 4.559 -0.051
C -0.714 -3.953 -1.894
C 2.212 3.499 -0.039
C -4.042 -0.017 -0.232
C -2.801 4.506 -2.168
C -1.553 2.536 -1.406
C -3.738 -0.973 -1.387
C -0.409 1.359 -3.856
C 2.047 -0.602 3.199
C 1.109 5.138 1.490
C 2.456 -1.249 4.366
C -1.785 3.643 3.074
C -0.976 2.425 2.630
C -2.102 -3.302 -1.770
C 1.326 3.653 1.204
C 0.940 -0.950 2.451
H -2.748 -3.486 -3.861
H -3.419 4.976 -2.925
H 1.854 3.213 2.057
H -0.155 2.405 -3.739
H -4.262 -1.913 -1.181
H 2.504 2.459 -0.201
H -5.115 0.193 -0.189
H -2.607 3.827 2.381
H -2.219 3.446 4.059
H -3.742 -0.455 0.722
H -4.072 -3.398 -2.708
H -3.507 0.926 -0.357
H -5.330 -0.232 -2.654
H 3.123 4.096 0.062
H 0.662 5.646 0.635
H 1.273 -1.998 -3.879
H -2.387 1.080 3.587
H -0.050 -3.610 -1.097
H -2.695 1.363 1.870
H -1.466 5.093 0.858
H -0.787 -5.042 -1.835
H -4.050 -1.076 -3.549
H 1.679 3.841 -0.930
H 2.764 -1.134 -4.192
H -2.617 2.697 -3.278
H -0.237 -3.709 -2.847
H -1.375 0.299 2.365
H 0.489 5.317 2.367
H -1.194 4.555 3.149
H 2.081 5.607 1.677
H -0.165 2.241 3.345
H -0.306 -1.126 -6.167
H -2.515 -3.644 -0.813
H 2.664 -2.865 -4.589
H -2.849 6.203 -0.829
H -3.765 0.546 -2.923
H -1.259 -2.373 -4.271
H 0.270 1.271 -5.881
H -3.117 -4.875 -2.844



[3]
Computed, not measured: a cluster of 2 separate species, C2H6N3O2 in total at a distorted geometry, with ωB97M-V/def2-TZVPD.

The value obtained for the gap between HOMO and LUMO is 7.9817 eV. The total energy is -394.47182 a.u. For the relative energy (zero: lowest compared OMol25 entry of this formula, charge and spin), the calculation gives 5.1254 eV. The LUMO energy comes out at 4.153 eV. The HOMO energy is -3.83 eV. The net charge is -1.

Element x y z (Å)
O 2.917 1.103 -0.353
O 2.103 -0.619 1.249
N 2.551 -0.198 -0.859
N -0.225 -1.815 -0.522
N 2.155 -0.993 0.006
C -0.743 0.577 -0.127
C -0.899 -0.908 0.010
H 0.567 -1.510 -1.082
H -1.715 1.065 -0.213
H -0.241 0.948 0.766
H 2.724 0.925 0.612
H -1.698 -1.227 0.684
H -0.123 0.817 -0.988



[4]
Computed, not measured: a cluster of 2 separate species, C5H15N2O in total at a distorted geometry, with ωB97M-V/def2-TZVPD.

The value obtained for the gap between HOMO and LUMO is 8.3629 eV. The total energy is -383.94854 a.u. For the relative energy (zero: lowest compared OMol25 entry of this formula, charge and spin), the calculation gives 2.7890 eV. The LUMO energy comes out at -3.096 eV. The HOMO energy is -11.46 eV. The net charge is +1.

Element x y z (Å)
O -0.443 1.855 -3.138
N -0.135 1.808 -0.188
N -2.097 -1.783 2.142
C 0.912 1.178 0.624
C 1.651 0.008 -0.075
C -0.516 -1.426 0.295
C -0.859 -1.803 1.526
C 0.947 -1.404 -0.150
H -0.965 1.285 -0.104
H 1.348 -2.095 0.538
H 1.846 1.915 0.727
H -2.314 -2.409 2.866
H -1.199 1.942 -3.734
H 1.965 0.299 -1.025
H -0.096 1.558 -1.272
H -2.867 -1.361 1.763
H 0.420 0.821 1.619
H -1.004 -0.869 -0.439
H 2.500 -0.084 0.490
H 0.194 1.499 -3.684
H 1.068 -1.680 -1.194
H -0.079 -2.055 2.339
H -0.277 2.800 0.074



Repeat the first record exactly.
Computed, not measured: a structure of composition C6H14N2 at a distorted geometry, with ωB97M-V/def2-TZVPD.

The value obtained for the gap between HOMO and LUMO is 9.6588 eV. The total energy is -346.41123 a.u. For the relative energy (zero: lowest compared OMol25 entry of this formula, charge and spin), the calculation gives 3.1545 eV. The LUMO energy comes out at 0.668 eV. The HOMO energy is -8.99 eV. The net charge is 0.

Element x y z (Å)
N 1.813 -0.558 0.383
N -0.151 2.068 1.447
C 0.525 -0.990 -0.162
C 0.193 -2.456 0.143
C 0.470 1.893 -0.959
C -0.562 -0.083 0.406
C -1.860 -0.021 -0.307
C -0.307 1.489 0.288
H 0.118 -2.615 1.220
H 1.480 1.495 -0.914
H 1.726 -0.272 1.353
H -1.831 -0.144 -1.385
H 0.566 -0.867 -1.252
H -0.249 3.082 1.395
H -0.702 -0.275 1.470
H -2.698 -0.482 0.201
H 2.500 -1.301 0.329
H 0.526 2.980 -1.016
H -0.027 1.517 -1.854
H -0.755 -2.748 -0.309
H 0.979 -3.109 -0.239
H -1.755 1.397 -0.239